Entry 1:
C5H9NO | ωB97M-V/def2-TZVPD

Output
LUMO: 0.025 Eh
Structure (SMILES): C[C@@H](O)[C@@H](C)C#N
Energy relative to the best compared isomer or geometry (same formula, charge and spin): 89.87 kJ/mol
Frontier orbital gap: 11.6 eV
E_HOMO: -0.4002 hartree

Each line ends with the Mulliken charge.
Element x y z (Å)
H: -1.57637 0.46864 0.98251  0.341
C: -0.81087 -0.15121 0.49112  0.108
C: 0.54858 0.56127 0.61866  0.499
H: 1.53581 -0.23803 -1.15845  0.339
N: 0.39829 3.01615 -0.30287  -0.466
O: -0.64794 -1.35493 1.21421  -0.552
H: 1.67298 -1.24168 0.30138  0.331
C: 0.46270 1.93845 0.11505  0.038
H: 2.65490 0.22743 0.12451  0.394
H: -1.40418 -1.92737 1.04464  0.331
C: 1.67597 -0.21573 -0.07361  -1.388
C: -1.22357 -0.38262 -0.96232  -1.433
H: 0.75288 0.61707 1.69384  0.310
H: -1.15524 0.54734 -1.53647  0.370
H: -0.57240 -1.12476 -1.43462  0.359
H: -2.25710 -0.74024 -1.03185  0.419

Force components x, y, z for each atom (eV/Å):
0.1659 0.0045 -0.0714
-0.2283 0.3392 -0.3283
0.0687 -0.0772 0.0786
0.0074 0.0375 0.1694
0.0486 -1.1038 0.4243
-0.1089 -0.3130 0.0342
0.0200 0.1380 -0.0587
-0.0761 0.9664 -0.3943
-0.1691 0.0124 0.0356
0.0554 0.0557 0.0278
0.1032 -0.0737 -0.0684
0.0510 -0.0629 -0.0051
0.0504 0.0423 -0.1158
-0.0493 -0.0897 0.1031
-0.0886 0.0826 0.0843
0.1495 0.0416 0.0845

Entry 2:
CH4ClNP2 | ωB97M-V/def2-TZVPD

Output
LUMO (alpha / beta): -0.054 / -0.058 Eh
Energy relative to the best compared isomer or geometry (same formula, charge and spin): 346.49 kJ/mol
Frontier orbital gap (alpha / beta): 7.7 / 7.0 eV
E_HOMO (alpha / beta): -0.3376 / -0.3138 hartree

Each line ends with the Mulliken charge.
Element x y z (Å)
H: -0.30357 -1.63961 -0.43605  0.049
N: 0.60832 2.83054 -0.27451  -0.371
H: 0.31433 0.93148 2.02626  0.359
H: -0.89073 0.00007 1.24966  0.351
Cl: -1.25239 -1.59028 -3.01620  -0.147
P: 0.24410 -1.57194 -1.71193  0.110
P: 0.37226 1.34889 -0.40831  0.329
H: 0.69874 -0.60884 1.36695  0.401
C: 0.20893 0.29970 1.20413  -1.079

Force components x, y, z for each atom (eV/Å):
-1.0724 -0.1396 0.2393
0.1107 0.5972 0.4198
0.5431 1.1619 1.3718
1.1041 0.4821 -0.4128
-1.0498 -0.0140 -0.1852
2.1128 0.1873 -0.2153
-0.0919 -2.0468 0.2194
1.4180 -1.1787 -0.4101
-3.0746 0.9505 -1.0268

Entry 3:
C5H11NO | ωB97M-V/def2-TZVPD

Output
LUMO: 0.033 Eh
Structure (SMILES): CNC(=O)C(C)C
Energy relative to the best compared isomer or geometry (same formula, charge and spin): 198.65 kJ/mol
Frontier orbital gap: 10.4 eV
E_HOMO: -0.3513 hartree

Each line ends with the Mulliken charge.
Element x y z (Å)
H: 0.16699 1.51435 -0.88199  0.402
H: -0.92921 0.80981 0.10984  0.504
N: -1.33452 0.00426 0.69261  -0.181
H: -3.34628 -0.71853 0.94372  0.297
C: -2.43004 -0.55866 1.52484  -0.872
C: 1.97347 0.88370 0.03962  -1.468
H: 1.30005 0.16154 -2.62160  0.411
H: -2.68002 0.07777 2.38129  0.287
C: 0.69266 -0.30460 -1.84013  -1.462
H: 1.12422 -1.27243 -1.57886  0.320
C: 0.63509 0.52972 -0.57027  0.495
H: -2.12611 -1.53977 1.92542  0.307
H: 2.65039 1.33777 -0.68914  0.403
O: 0.46014 -1.47847 0.97452  -0.604
H: 1.85779 1.57831 0.88232  0.320
H: -0.31536 -0.47336 -2.24318  0.332
H: 2.41022 -0.04260 0.41603  0.310
C: -0.10949 -0.50881 0.53496  0.199

Force components x, y, z for each atom (eV/Å):
-0.3375 -0.9125 0.8348
-3.9142 0.5132 1.2772
0.9269 0.0911 -0.3555
0.3166 0.1686 -0.0496
0.1581 0.3190 -0.2164
0.2998 -0.1138 0.0054
-0.0197 -0.0180 0.0897
0.1934 0.0352 -0.2498
0.1877 -0.1923 -0.1042
0.0461 -0.0401 -0.2231
0.4099 -0.8267 0.3344
0.2160 0.4901 -0.3489
-0.0235 -0.0427 0.0388
-0.3089 0.1591 -0.0668
0.0118 -0.1642 -0.1762
0.2265 0.0270 0.0929
0.2217 0.1031 0.0127
1.3894 0.4041 -0.8954